[1]
74
Properties=species:S:1:pos:R:3 method="wB97M-V/def2-TZVPD" spin_multiplicity=1 charge=+1 gap_ev=9.3389 energy_ha=-2268.6503 e_above_lowest_ev=0.4638
H 0.785 -3.557 -1.584
H 3.152 3.609 3.525
H 0.977 4.091 -2.236
C -3.802 -2.812 0.318
C -3.441 -1.357 0.310
F -1.658 1.348 2.087
H -4.884 -2.963 0.308
H -0.223 -3.934 3.627
C 0.643 -1.501 -2.134
H 2.597 4.543 -1.730
H -5.182 1.445 0.420
C 3.522 0.921 -0.499
O -1.260 1.137 -1.383
H 2.136 -4.281 2.368
H 2.324 2.963 2.156
H 1.410 -1.224 4.104
C 3.013 -2.682 1.228
H -3.425 -3.303 1.215
H 2.497 1.764 4.773
H -0.236 -4.910 2.163
N -2.785 1.351 -3.016
H -2.956 3.831 -2.228
C 1.588 0.704 3.315
C -2.070 1.840 -1.981
H -1.319 -3.494 2.328
H 0.906 -1.676 -4.144
O -2.286 -0.987 0.112
H -1.337 3.748 -1.558
H 3.951 2.416 2.500
N 2.411 1.654 3.779
H 1.243 0.002 5.380
C -4.315 0.911 0.801
O 0.985 2.205 -0.114
H -3.430 -3.361 -0.546
H -3.449 -0.135 -4.276
H 3.966 -3.044 1.610
H 0.996 0.979 -2.912
C -0.330 -3.892 2.542
H 3.757 2.726 -1.489
H 1.157 0.624 -4.626
H 2.727 0.419 0.047
H -0.278 -3.266 -3.015
O 1.358 0.543 2.120
H -5.385 -0.876 0.558
O 0.357 -1.930 1.381
H 2.512 0.381 -3.500
H 3.745 0.242 -1.326
N 0.982 -1.064 -3.352
C -2.317 3.265 -1.552
H -4.191 1.090 1.870
N 1.951 -3.408 1.908
H -3.407 1.318 0.365
H 2.914 -1.624 1.461
H -3.396 1.984 -3.502
C 1.851 2.749 -0.784
H -0.766 -2.854 -1.340
C 1.431 0.282 -3.631
H -2.645 3.297 -0.516
N -4.450 -0.513 0.555
N 3.070 2.219 -0.957
Ca -0.314 0.325 0.521
C 0.059 -2.890 -2.053
H -2.680 -0.746 -2.749
C 0.668 -2.987 1.894
O 0.800 -0.818 -1.132
C 3.003 2.686 2.967
C 1.001 -0.242 4.348
C -2.668 0.007 -3.536
H 2.981 -2.853 0.153
H 1.189 4.762 -0.625
H 4.404 1.032 0.129
C 1.652 4.132 -1.380
H -0.080 -0.262 4.214
H -1.708 -0.099 -4.055

***

[2]
108
Properties=species:S:1:pos:R:3 method="wB97M-V/def2-TZVPD" spin_multiplicity=2 charge=+2 gap_ev="2.1590 / 2.1551" energy_ha=-7400.0930
H 27.914 15.707 -20.597
H 26.575 0.381 -19.767
S 32.260 5.872 -14.096
O 32.199 13.286 -22.644
H 30.672 12.989 -21.287
O 29.469 3.385 -17.708
O 23.230 14.121 -17.540
H 27.107 12.279 -25.588
C 25.798 10.682 -25.302
H 28.793 14.795 -18.185
C 28.657 14.250 -19.119
H 23.576 4.696 -18.703
O 29.531 7.735 -18.561
F 27.536 6.559 -19.197
H 29.322 14.664 -21.074
O 24.815 7.449 -24.548
O 27.605 1.458 -17.763
H 25.443 10.883 -26.312
H 25.875 9.598 -25.219
O 34.622 12.772 -23.603
O 28.871 7.456 -20.967
H 27.656 10.512 -23.215
H 30.941 10.424 -22.645
H 23.166 5.765 -17.529
O 24.502 8.252 -21.684
C 24.869 11.274 -24.158
C 31.673 10.995 -22.073
H 21.097 7.813 -18.693
H 31.680 7.089 -16.845
N 24.832 12.005 -17.653
H 32.411 8.990 -15.511
C 27.413 11.488 -23.634
H 24.896 5.739 -19.394
H 30.628 2.585 -16.255
H 24.259 12.100 -24.523
C 31.077 12.451 -22.144
H 28.465 4.885 -15.411
H 26.043 0.534 -21.519
O 24.429 6.488 -19.017
S 25.773 3.365 -21.410
H 24.972 1.780 -18.823
S 28.510 7.801 -19.607
O 26.832 3.893 -18.126
F 26.180 10.950 -16.107
S 33.720 12.476 -22.502
O 29.094 10.285 -21.033
O 26.818 2.229 -20.893
F 27.511 11.365 -19.643
H 30.413 12.549 -23.004
H 26.502 7.696 -21.678
O 25.822 13.349 -22.888
C 25.788 8.034 -22.429
C 31.776 8.265 -15.001
C 22.054 6.246 -19.321
H 21.148 5.657 -19.175
O 27.745 3.140 -15.906
S 25.916 12.432 -16.690
O 29.628 13.202 -19.054
H 30.771 4.218 -16.691
In 24.636 9.405 -18.833
O 25.989 4.711 -20.978
H 30.651 15.977 -19.969
C 25.777 7.123 -23.614
O 29.746 16.290 -19.907
H 30.080 7.522 -16.200
H 28.916 3.872 -14.380
H 25.834 6.075 -23.321
C 28.836 3.861 -15.467
H 24.293 10.506 -23.641
H 31.214 8.821 -14.251
S 24.530 13.650 -18.102
F 24.254 13.391 -19.676
H 23.835 8.388 -22.360
O 30.909 6.151 -15.136
N 27.460 8.888 -19.387
O 25.174 3.187 -22.822
O 25.659 14.604 -18.288
H 31.929 10.569 -21.103
C 26.113 1.000 -20.536
H 26.140 9.032 -22.691
O 27.289 12.696 -17.124
H 26.744 7.254 -24.099
S 27.785 2.912 -17.555
O 33.309 5.019 -14.720
H 28.128 12.270 -23.377
O 25.437 13.214 -15.553
O 32.870 11.077 -22.848
C 24.845 1.431 -19.848
O 21.929 7.654 -19.145
H 24.910 7.000 -25.392
H 22.267 6.042 -20.370
O 34.127 12.311 -21.107
H 27.612 13.959 -19.229
H 28.011 10.778 -25.604
C 31.111 7.287 -15.937
O 32.690 7.442 -14.233
S 28.591 10.185 -19.717
H 29.416 12.738 -18.241
O 25.756 11.229 -21.564
C 23.287 5.743 -18.612
O 24.609 2.698 -20.506
S 25.933 11.938 -22.798
C 27.179 11.294 -25.125
C 28.842 15.233 -20.277
C 30.017 3.460 -16.477
O 29.437 10.519 -18.569
O 31.788 5.413 -12.797
H 23.960 0.840 -20.084

***

[3]
73
Properties=species:S:1:pos:R:3 method="wB97M-V/def2-TZVPD" spin_multiplicity=6 charge=+3 gap_ev="10.9305 / 6.5695" energy_ha=-2753.8850 e_above_lowest_ev=0.0000
H 4.710 -0.666 0.008
H 3.852 4.017 2.605
O -1.368 -1.391 -1.013
H 2.825 1.280 -4.744
H 3.699 -3.510 2.155
H 1.599 1.682 2.946
H 4.811 -3.247 0.755
H 4.110 0.203 1.447
C 2.534 -1.342 -2.678
H 3.971 3.557 0.165
C 2.607 0.218 -4.627
N 3.238 -1.736 1.046
C 1.933 -2.020 1.069
O 1.056 -1.273 0.725
C 1.341 0.834 -2.643
C -2.107 -4.114 -3.129
C -4.449 1.722 -0.401
C 4.217 -2.776 1.538
H -5.021 1.036 -1.026
H 3.631 2.490 3.515
H -1.011 -1.958 -2.967
H 3.611 -1.335 -2.511
H 2.145 -2.149 -3.298
H 3.066 -0.033 0.053
H -4.927 4.182 -1.638
C -1.471 -2.126 -1.981
H -3.181 -1.365 2.480
C -2.509 -0.500 2.595
H 4.711 2.597 2.206
O -1.681 -0.102 1.801
H -4.241 -0.977 4.387
C -3.606 -0.208 4.826
H -3.542 4.160 -2.660
C -2.257 2.292 -1.451
C 3.726 2.937 2.525
H -4.099 0.752 4.980
C 1.600 1.872 1.862
H -1.338 -3.802 -3.836
C -2.862 -3.761 -0.785
H -3.107 -0.571 5.725
H 1.109 1.822 -3.072
O -1.681 1.386 -0.828
H -3.832 1.072 0.219
C -4.268 3.503 -2.180
H 2.828 2.286 -0.511
H -2.043 1.877 4.871
H 2.042 -1.600 -1.739
H -4.930 2.978 -2.868
H 2.317 3.858 -0.095
H 3.593 -0.248 -4.642
H 1.721 -3.035 1.440
H -0.920 1.447 3.541
C 3.848 -0.497 0.654
C -1.586 1.061 4.313
H -1.818 2.953 -2.214
N -3.572 2.548 -1.272
H -3.114 -4.182 -3.543
H 2.030 -0.306 -5.390
H 4.846 -2.189 2.207
H -1.799 -5.105 -2.796
O 0.796 0.475 -1.615
H -3.880 -4.098 -0.983
Fe -0.418 0.009 0.133
H -0.959 0.516 5.019
N 2.707 2.539 1.546
O 0.732 1.434 1.091
H -5.134 2.352 0.166
H -2.345 -4.577 -0.280
C 2.998 3.070 0.227
H -2.922 -2.964 -0.044
N -2.540 0.077 3.809
N 2.120 -0.076 -3.246
N -2.145 -3.259 -1.944

***

[4]
77
Properties=species:S:1:pos:R:3 method="wB97M-V/def2-TZVPD" spin_multiplicity=1 charge=+1 gap_ev=3.2733 energy_ha=-1963.8416 e_above_lowest_ev=7.3372
C 5.765 0.349 -1.740
C -6.126 -3.872 -0.598
H -6.278 -4.615 0.185
C -0.415 5.708 -1.905
H 3.311 5.098 4.557
C -3.431 -3.287 6.358
H -6.004 -2.893 -0.136
H -4.468 -6.110 -4.051
O -5.913 2.384 0.610
H -2.480 -1.232 -5.659
O 0.203 3.439 -2.469
N 0.755 5.106 -3.982
N -0.620 -1.323 -6.602
O -4.094 1.880 1.509
H -3.904 -2.821 7.222
H -2.574 -0.898 -7.431
H -7.004 -3.836 -1.243
C 3.312 4.079 4.171
C -1.989 -0.775 -6.519
N 6.480 -0.462 0.522
C 5.470 -0.274 -0.379
H 0.059 5.832 -0.932
H 0.947 -3.296 5.771
N -4.833 1.892 0.570
H -0.544 6.662 -2.418
H 0.943 5.065 6.913
H 6.241 1.326 -1.647
O -4.436 1.312 -0.414
H -4.457 -4.743 -4.775
H -1.378 5.276 -1.636
N -5.199 -4.637 -2.710
H 1.180 4.934 -5.964
C 1.440 -2.465 -6.090
H 2.451 4.244 -4.981
C 0.291 4.630 -2.766
H -0.318 -1.576 -7.532
C -4.260 -5.081 -3.758
H -3.833 -4.300 6.360
H 1.715 -2.391 -7.142
H 3.674 4.091 3.142
C 1.895 3.393 4.323
H 4.800 0.469 -2.233
O -1.368 -2.142 4.719
H 7.254 -1.391 2.194
H 1.224 -3.493 -5.799
C -1.119 -2.722 5.806
C 0.273 -2.693 6.381
Pb -0.647 -0.658 0.260
H 6.421 -0.196 -2.418
H 1.571 3.608 7.618
O -0.020 -1.627 -4.459
H 0.439 -3.173 7.345
C -4.893 -4.166 -1.475
H 1.003 3.303 -5.241
C 6.273 -1.056 1.855
O 4.304 -0.519 -0.096
H 2.611 4.592 6.724
H 3.974 3.422 4.736
H -3.656 -2.775 5.422
C 1.590 4.212 6.711
O 1.459 2.655 3.495
C 0.208 -1.720 -5.661
H 0.532 6.084 -4.101
H -1.675 -3.553 7.477
H 0.341 2.995 5.584
H -3.197 -4.881 -3.625
H 5.861 -0.345 2.571
H 2.382 -2.170 -5.626
H 7.430 -0.399 0.186
N 1.201 3.515 5.482
H -6.190 -4.737 -2.879
N -2.011 -3.216 6.586
C 1.368 4.318 -5.085
O -3.735 -3.998 -1.115
H 0.740 -1.714 6.485
H -1.956 0.300 -6.342
H 5.633 -1.936 1.780

***

[5]
79
Properties=species:S:1:pos:R:3 method="wB97M-V/def2-TZVPD" spin_multiplicity=1 charge=+1 gap_ev=8.8734 energy_ha=-3406.7222 e_above_lowest_ev=0.0000
H -0.790 -3.710 -1.879
F -3.093 1.794 4.021
O -2.256 -0.908 -2.653
H -0.920 1.386 -0.668
H 5.723 3.254 1.723
H -2.631 -1.438 0.518
H -3.372 0.370 -0.335
H 2.079 3.575 -1.443
C 2.321 2.801 -2.190
H -0.932 -1.617 -4.109
H -3.931 -2.188 -4.234
H 6.190 0.527 2.969
H 1.725 0.024 -4.059
C 4.793 2.964 1.212
H 4.857 -0.651 3.036
O -1.177 -1.906 -0.890
H 2.839 1.290 4.302
H -3.598 -3.072 -1.217
H 5.055 2.702 0.175
H -2.714 -3.334 -3.626
Bi 1.064 2.168 1.070
H 5.642 -0.281 1.476
H 0.695 -2.948 0.716
S 0.115 -0.394 3.149
H 1.229 -4.256 -0.382
H 2.614 -0.275 -2.550
H -2.706 1.088 -2.479
H -1.184 2.705 -2.835
C 2.768 0.655 1.007
H 3.129 0.543 -0.028
C -3.056 -3.417 -0.330
F -1.786 -0.590 5.062
C -2.134 -2.357 0.208
H 3.287 2.331 -1.940
C -0.425 2.169 -3.421
H -2.160 -0.470 -4.670
H -2.472 -4.309 -0.557
H 2.659 2.949 3.672
H 0.235 0.153 -0.456
H 2.389 3.299 -3.170
F -2.399 3.063 2.367
O 0.338 3.439 3.639
C -0.212 -3.016 -1.248
F -2.556 3.888 4.399
H 0.555 -2.548 -1.877
C 0.167 1.242 -0.590
H -1.805 -1.649 -1.740
C 5.309 0.149 2.432
N -0.248 1.179 2.770
Si 4.039 1.492 2.115
H -0.003 2.891 -4.139
C 3.355 2.098 3.757
H 2.434 -0.338 1.346
H -0.331 -4.372 0.433
C -2.247 2.787 3.689
O -0.317 1.704 5.318
Si 0.939 1.548 -2.303
H -3.878 0.085 -3.327
S -0.455 2.282 4.012
H -3.806 -3.711 0.412
H -2.785 -2.944 -5.344
H -4.430 -0.970 -0.964
C -1.997 -1.341 -4.020
C -3.245 0.135 -2.450
C -1.434 -1.172 3.908
H -0.906 1.357 -3.981
H 4.133 3.847 1.209
O 1.200 -0.452 4.090
C -4.007 0.024 -1.164
F -2.477 -1.079 3.040
H -4.866 0.707 -1.244
H 0.942 -0.907 -2.744
H -1.468 -2.699 1.000
C 0.372 -3.670 -0.032
F -1.170 -2.479 4.126
O 0.243 -1.039 1.856
H 4.215 2.430 4.364
C -2.892 -2.518 -4.340
C 1.618 -0.067 -2.967

***

[6]
77
Properties=species:S:1:pos:R:3 method="wB97M-V/def2-TZVPD" spin_multiplicity=1 charge=+4 gap_ev=3.0187 energy_ha=-2139.2542
H -2.274 -3.269 -1.741
H 5.382 -0.704 3.940
C 3.692 -0.320 2.552
H -4.253 -0.108 -2.469
H -1.132 -3.977 2.392
C -0.393 -2.123 3.156
N -1.849 -1.051 -0.198
H 1.047 -3.659 3.548
H -4.569 2.328 -2.201
H 1.526 -2.033 4.054
C 4.338 -0.976 3.815
H -4.368 -2.921 1.359
H 0.650 -4.352 -1.304
C -4.305 2.158 -1.155
H -1.741 -0.703 3.308
H -5.221 1.828 -0.664
H 3.697 1.391 -3.480
H 2.319 -4.349 -1.801
H 1.840 -3.849 -0.117
O 2.652 0.339 2.694
C -1.523 -3.114 2.946
H 0.051 -1.777 2.216
C 0.339 0.935 -2.704
C 3.484 2.449 -3.322
C -0.394 1.122 -3.997
H -1.415 -1.325 4.756
C -3.550 -3.452 1.846
H -3.179 -4.272 1.232
O -0.183 1.142 -1.569
H -1.988 -3.414 3.887
H 0.356 6.056 -1.203
H -2.047 -0.874 -2.284
H 1.101 4.106 -2.181
H -1.263 1.741 -3.776
O -3.309 1.118 -1.037
O 0.218 0.979 1.271
C 0.697 -2.744 4.031
H 1.444 5.968 0.146
C 1.383 5.811 -0.932
H 2.515 2.642 -3.780
O -2.497 -2.512 2.078
H 0.233 0.044 1.507
C 1.739 4.360 -1.329
Tl 0.174 1.776 4.034
H 3.629 4.798 -2.324
Tl 2.753 1.097 -0.354
C -2.660 -1.203 -1.433
O 1.521 0.460 -2.600
C -3.779 -0.177 -1.484
H 3.743 4.259 -0.630
O 1.549 -1.898 -2.691
H 4.064 -2.031 3.771
N 1.293 3.441 -0.264
C -3.148 -2.617 -1.703
H 3.822 -0.659 4.722
H -3.725 -2.663 -2.625
H 2.029 6.494 -1.488
O 1.361 -1.503 -0.625
C 1.484 -2.390 -1.552
H 4.327 2.949 -3.802
C 3.232 4.103 -1.585
H -4.028 -3.821 2.756
H 0.388 -2.964 5.050
C 1.595 -3.813 -1.184
H -3.957 3.096 -0.735
H 0.281 3.433 -0.162
O 4.218 -0.647 1.478
H 1.568 3.914 0.605
H -0.727 0.153 -4.368
H -0.950 -1.458 -0.465
H -3.797 -2.997 -0.912
N -0.958 -0.951 3.923
H -4.683 -0.463 -0.922
H -2.095 -1.754 0.523
Cd -1.517 1.049 0.165
O 3.470 2.728 -1.914
H 0.274 1.621 -4.695